{
  "formula": "C15H41FI2N3O4P",
  "method": "ωB97M-V with the def2-TZVPD basis set",
  "symbols": ["C", "C", "I", "C", "I", "P", "C", "C", "N", "N", "N", "C", "C", "F", "H", "H", "H", "H", "H", "H", "H", "H", "H", "H", "H", "H", "H", "H", "H", "H", "H", "C", "C", "O", "H", "H", "H", "H", "H", "H", "C", "C", "O", "H", "H", "H", "H", "H", "H", "C", "C", "O", "H", "H", "H", "H", "H", "H", "C", "C", "O", "H", "H", "H", "H", "H", "H"],
  "positions_angstrom": [[5.1395, 1.8770, 1.2483], [4.7646, 0.4146, 1.2278], [6.3509, -0.7953, 0.5076], [3.5904, -0.1183, 1.5799], [2.0880, 1.2766, 2.1583], [3.2449, -2.0281, 1.5015], [1.8731, -2.1069, 2.7402], [0.4082, -2.0347, 2.1528], [-0.2486, -3.3429, 2.1715], [0.4519, -1.5859, 0.7596], [-0.4145, -1.1525, 2.9661], [3.1279, -3.9314, 1.1808], [3.8528, -4.7905, 2.2021], [3.7370, -4.1384, -0.0809], [5.0296, 2.2348, 2.2677], [4.4738, 2.4238, 0.5910], [6.1755, 2.0018, 0.9603], [3.0699, -1.8706, 0.1106], [4.5253, -2.2669, 2.0349], [2.0132, -1.4247, 3.5708], [1.9473, -3.1032, 3.1685], [-0.0676, -3.8662, 1.3290], [0.0058, -3.8754, 2.9893], [0.0184, -0.6676, 0.7286], [-0.1451, -2.1622, 0.1786], [-1.2040, -1.6528, 3.3397], [0.1034, -0.6707, 3.6817], [2.0957, -4.2502, 1.0577], [4.4774, -4.2215, 2.8862], [4.4378, -5.5371, 1.6761], [3.1216, -5.3593, 2.7720], [-0.8578, 2.7346, -2.0844], [-1.2109, 2.5178, -0.6279], [-0.4674, 1.4416, -0.0533], [-1.0446, 1.8263, -2.6596], [-1.4411, 3.5455, -2.5091], [0.2047, 2.9730, -2.1901], [-2.2620, 2.2592, -0.5261], [-1.0236, 3.4301, -0.0507], [0.4688, 1.6581, -0.1227], [-5.8173, 4.5660, -3.1987], [-4.5572, 3.7218, -3.2200], [-3.7514, 3.9498, -2.0645], [-5.5660, 5.6246, -3.1385], [-6.4172, 4.3962, -4.0945], [-6.4248, 4.3293, -2.3228], [-3.9405, 3.9716, -4.0822], [-4.8112, 2.6578, -3.2780], [-4.2801, 3.7260, -1.2936], [-8.9373, 6.3954, 0.9553], [-8.1089, 5.7823, -0.1585], [-6.7720, 6.2777, -0.1578], [-8.9564, 7.4809, 0.8589], [-9.9624, 6.0229, 0.9334], [-8.5060, 6.1607, 1.9312], [-8.5307, 6.0325, -1.1306], [-8.0924, 4.6904, -0.0638], [-6.3777, 6.0558, 0.6901], [6.3069, -6.0814, -2.7139], [4.9535, -6.7650, -2.6410], [4.5200, -6.9320, -1.2963], [7.0523, -6.6584, -2.1655], [6.6383, -5.9728, -3.7481], [6.2603, -5.0891, -2.2596], [5.0040, -7.7612, -3.0786], [4.2046, -6.1872, -3.1942], [4.4598, -6.0560, -0.9029]],
  "mulliken_charge": [-1.427, 0.297, 0.018, -0.461, -0.052, 1.034, -1.797, 1.012, -0.786, -0.320, -0.536, 0.213, -1.336, -0.360, 0.350, 0.357, 0.425, -0.095, -0.023, 0.760, 0.374, 0.267, 0.279, 0.015, 0.297, 0.263, 0.207, 0.114, 0.295, 0.404, 0.364, -1.002, -0.202, -0.375, 0.222, 0.279, 0.390, 0.186, 0.235, 0.110, -0.893, -0.310, -0.441, 0.286, 0.373, 0.151, 0.305, 0.280, 0.263, -1.160, -0.147, -0.498, 0.292, 0.340, 0.343, 0.293, 0.261, 0.280, -0.954, -0.203, -0.509, 0.259, 0.333, 0.273, 0.286, 0.252, 0.249],
  "homo_ev": -8.210,
  "max_force_ev_per_a": 0.91,
  "spin_multiplicity": 1,
  "total_energy_ev": -57084.2659,
  "orbital_gap_ev": 8.38,
  "mol_weight_g_mol": 631.3,
  "smiles": "C/C(I)=C(\\I)[PH2](CC(N)(N)N)[C@H](C)F.CCO.CCO.CCO.CCO"
}

---

{
  "formula": "C15H43B4ClN6O8P2",
  "method": "ωB97M-V with the def2-TZVPD basis set",
  "symbols": ["O", "C", "Cl", "C", "B", "O", "B", "O", "B", "C", "B", "O", "O", "O", "H", "H", "H", "H", "H", "H", "H", "O", "P", "N", "C", "C", "N", "C", "C", "N", "C", "C", "H", "H", "H", "H", "H", "H", "H", "H", "H", "H", "H", "H", "H", "H", "H", "H", "H", "H", "O", "P", "N", "C", "C", "N", "C", "C", "N", "C", "C", "H", "H", "H", "H", "H", "H", "H", "H", "H", "H", "H", "H", "H", "H", "H", "H", "H", "H"],
  "positions_angstrom": [[-1.9125, 2.5720, -6.4855], [-2.6107, 3.0015, -5.6344], [-2.4007, 4.6464, -4.9929], [-3.7054, 2.2159, -4.9707], [-3.1072, 1.6151, -3.6307], [-2.5180, 2.3710, -2.6302], [-1.3516, 1.8125, -2.1385], [-1.1192, 0.4529, -2.1852], [-1.7335, -0.0860, -3.3099], [-1.0304, -0.9297, -4.4269], [0.5136, -0.6627, -4.6225], [1.3336, -0.3235, -3.5683], [1.0956, -0.8060, -5.8803], [-3.0970, 0.2467, -3.4396], [-3.9057, 1.3797, -5.6349], [-4.5994, 2.8170, -4.8252], [-0.4986, 2.4751, -1.6414], [-1.1980, -1.9808, -4.1580], [-1.5818, -0.7494, -5.3500], [1.6412, 0.5872, -3.5911], [1.2913, -1.7384, -6.0265], [0.2827, -4.2857, -1.1338], [1.6118, -4.0002, -0.4956], [2.6757, -4.2736, -1.8250], [3.4751, -5.4383, -2.1228], [2.5117, -3.3551, -2.9334], [1.5919, -5.2028, 0.7170], [2.6819, -6.0998, 1.0340], [0.3189, -5.8839, 0.9434], [2.7987, -3.0782, 0.4229], [2.2375, -1.7835, 0.8695], [4.1776, -2.8959, 0.0103], [4.4681, -5.1283, -2.4729], [3.0227, -6.0661, -2.9023], [3.6469, -6.0624, -1.2503], [2.8888, -2.3573, -2.6727], [1.4560, -3.2501, -3.2105], [3.0523, -3.6861, -3.8196], [2.7300, -6.9455, 0.3369], [2.5474, -6.5146, 2.0362], [3.6467, -5.5927, 1.0549], [0.1218, -6.6521, 0.1854], [-0.5074, -5.1816, 0.9412], [0.3280, -6.3616, 1.9254], [2.1057, -1.0850, 0.0360], [2.8778, -1.3142, 1.6168], [1.2602, -1.9409, 1.3356], [4.2938, -2.3227, -0.9171], [4.6956, -3.8476, -0.0946], [4.6980, -2.3526, 0.8024], [-0.0103, 1.7674, 3.2401], [-0.7228, 3.0876, 3.1918], [-1.1208, 3.3075, 4.8532], [-2.3802, 3.0654, 5.5182], [0.0084, 3.4534, 5.7534], [-2.0103, 2.6613, 2.1540], [-3.4080, 2.9724, 2.3657], [-1.8965, 1.3780, 1.4666], [-0.9536, 4.7900, 2.7878], [0.2189, 5.3327, 2.0708], [-1.4563, 5.7824, 3.7199], [-2.5898, 3.8785, 6.2248], [-2.3798, 2.1217, 6.0792], [-3.2200, 3.0436, 4.8296], [0.4959, 4.4317, 5.6222], [0.7628, 2.6786, 5.5853], [-0.3048, 3.3856, 6.7936], [-3.8783, 2.2751, 3.0696], [-3.9556, 2.8985, 1.4227], [-3.5601, 3.9947, 2.7125], [-2.1527, 0.5361, 2.1211], [-0.8907, 1.2266, 1.0886], [-2.5640, 1.3494, 0.6012], [1.0872, 5.4458, 2.7295], [-0.0062, 6.3029, 1.6265], [0.4991, 4.6605, 1.2538], [-0.7957, 5.9664, 4.5752], [-2.4471, 5.5228, 4.0877], [-1.5702, 6.7258, 3.1808]],
  "mulliken_charge": [-0.439, 0.571, -0.192, -0.483, 0.086, -0.551, 0.342, -0.036, 0.355, -0.432, 0.561, -0.438, -0.547, -0.285, 0.217, 0.411, -0.197, 0.380, 0.149, 0.248, 0.292, -0.880, 0.720, 0.273, -1.037, -1.150, 0.192, -1.056, -0.972, 0.106, -1.132, -0.885, 0.384, 0.316, 0.282, 0.279, 0.208, 0.410, 0.380, 0.382, 0.215, 0.308, 0.294, 0.353, 0.334, 0.406, 0.338, 0.223, 0.242, 0.436, -0.869, 0.507, 0.241, -1.021, -1.114, 0.524, -1.027, -1.133, 0.122, -1.037, -0.924, 0.391, 0.318, 0.289, 0.277, 0.267, 0.416, 0.400, 0.285, 0.227, 0.301, 0.376, 0.271, 0.346, 0.364, 0.300, 0.250, 0.240, 0.431],
  "homo_ev": -8.009,
  "max_force_ev_per_a": 5.72,
  "spin_multiplicity": 1,
  "total_energy_ev": -75385.8753,
  "orbital_gap_ev": 8.30,
  "mol_weight_g_mol": 576.2
}

---

{
  "formula": "C15H44O15S4",
  "method": "ωB97M-V with the def2-TZVPD basis set",
  "symbols": ["C", "C", "O", "S", "C", "O", "O", "H", "H", "H", "H", "H", "H", "H", "H", "C", "C", "O", "S", "C", "O", "O", "H", "H", "H", "H", "H", "H", "H", "H", "C", "C", "O", "S", "C", "O", "O", "H", "H", "H", "H", "H", "H", "H", "H", "C", "C", "O", "S", "C", "O", "O", "H", "H", "H", "H", "H", "H", "H", "H", "C", "O", "H", "H", "H", "H", "C", "O", "H", "H", "H", "H", "C", "O", "H", "H", "H", "H"],
  "positions_angstrom": [[-2.2743, 4.6588, -2.3056], [-2.8958, 5.4360, -1.1504], [-3.5050, 4.4816, -0.2991], [-4.5491, 5.1241, 0.8322], [-5.8488, 3.8828, 0.8552], [-3.9228, 4.9690, 2.1420], [-4.9859, 6.4371, 0.3408], [-1.6115, 3.9372, -1.8280], [-1.7281, 5.2873, -3.0090], [-2.8671, 3.8711, -2.7706], [-2.1027, 5.9418, -0.5998], [-3.6838, 6.0528, -1.5826], [-5.3230, 2.9323, 0.9444], [-6.2568, 3.9656, -0.1521], [-6.6730, 4.1494, 1.5168], [0.8000, -4.2249, 8.5487], [0.0924, -3.4890, 7.3605], [1.0625, -3.1006, 6.3854], [0.9663, -3.6898, 4.7637], [2.2652, -5.0663, 4.7622], [-0.3384, -4.2608, 4.5318], [1.5233, -2.7129, 3.8244], [0.0723, -4.4390, 9.3314], [1.6222, -3.7439, 9.0786], [1.2403, -5.1438, 8.1614], [-0.6782, -4.0925, 6.8808], [-0.5260, -2.6708, 7.7295], [2.4013, -5.4041, 3.7348], [1.8382, -5.9529, 5.2308], [3.2019, -4.8340, 5.2689], [3.9887, -2.2054, -8.4153], [3.2537, -0.9218, -7.8731], [1.8920, -0.8693, -8.1065], [0.9759, 0.3742, -7.5063], [1.1464, 1.4867, -8.9404], [-0.4135, -0.0572, -7.3637], [1.7086, 0.9177, -6.3613], [3.6606, -2.2754, -9.4524], [3.6003, -3.1201, -7.9674], [5.0730, -2.0985, -8.3847], [3.4211, -0.9266, -6.7961], [3.7507, -0.0905, -8.3732], [0.5264, 2.3244, -8.6210], [0.6761, 1.0461, -9.8195], [2.1844, 1.7911, -9.0741], [1.0293, 3.0291, 3.2564], [0.5293, 2.7889, 4.6956], [1.5909, 2.4541, 5.6188], [2.2243, 3.6680, 6.5672], [3.4292, 4.3292, 5.3577], [1.2109, 4.6213, 6.9675], [2.9453, 2.9566, 7.6430], [0.0777, 3.0141, 2.7252], [1.7365, 2.3383, 2.7972], [1.3394, 4.0741, 3.2546], [0.0328, 3.6738, 5.0937], [-0.1970, 1.9797, 4.7722], [4.2406, 3.6223, 5.1844], [3.8949, 5.1836, 5.8489], [2.8154, 4.5529, 4.4852], [2.5869, -7.2733, -2.8003], [1.8850, -6.1507, -3.4444], [3.1031, -7.0805, -1.8598], [1.8406, -8.0161, -2.5188], [3.2988, -7.7600, -3.4670], [1.6256, -5.5509, -2.7411], [-0.1920, -1.1051, -1.4855], [0.3964, -2.3062, -1.3280], [-0.8271, -1.0904, -2.3713], [-0.7406, -0.6793, -0.6454], [0.5929, -0.3513, -1.5465], [0.4736, -2.3962, -0.3753], [-5.4813, -1.3273, -2.4008], [-5.7505, 0.0285, -2.4991], [-6.3439, -1.9090, -2.7257], [-4.5498, -1.5208, -2.9327], [-5.2019, -1.5526, -1.3715], [-6.3750, 0.0786, -3.2265]],
  "mulliken_charge": [-1.268, -0.106, -0.261, 1.067, -0.849, -0.581, -0.618, 0.317, 0.336, 0.352, 0.289, 0.344, 0.311, 0.303, 0.363, -1.028, -0.224, -0.325, 1.141, -0.936, -0.591, -0.567, 0.342, 0.311, 0.246, 0.308, 0.310, 0.370, 0.323, 0.321, -1.191, -0.126, -0.292, 1.125, -0.881, -0.574, -0.609, 0.317, 0.317, 0.353, 0.309, 0.271, 0.346, 0.318, 0.317, -1.019, -0.351, -0.264, 1.107, -0.682, -0.596, -0.606, 0.318, 0.266, 0.377, 0.341, 0.337, 0.290, 0.346, 0.136, -0.543, -0.479, 0.247, 0.255, 0.227, 0.291, -0.595, -0.448, 0.211, 0.266, 0.266, 0.303, -0.493, -0.484, 0.270, 0.210, 0.190, 0.307],
  "homo_ev": -10.023,
  "max_force_ev_per_a": 3.41,
  "spin_multiplicity": 1,
  "total_energy_ev": -90315.2294,
  "orbital_gap_ev": 10.34,
  "de_lowest_ev": 3.795,
  "mol_weight_g_mol": 592.8,
  "smiles": "CCOS(C)(=O)=O.CCOS(C)(=O)=O.CCOS(C)(=O)=O.CCOS(C)(=O)=O.CO.CO.CO"
}